No. 1
Below is C11H11BrF5PSn as an isolated structure, with properties calculated with ωB97M-V/def2-TZVPD.

The HOMO-LUMO gap is 3.192 eV. The LUMO energy is -0.40514 Ha. The total charge is +2. As for the highest occupied orbital energy: -14.22 eV.

Structure (XYZ):
```
30
C11H11BrF5PSn (ωB97M-V/def2-TZVPD)
C 3.9788 -0.1116 1.5906
C 2.5357 -0.4587 0.9397
Br 2.3140 -2.4479 0.6958
C 2.3515 0.3257 -0.4566
P 1.4451 1.9779 -0.1247
C -0.0718 2.1288 -1.2460
F 0.2717 1.5972 -2.5553
F -0.4359 3.5202 -1.3490
C -1.3598 1.3602 -0.7254
C -2.6995 2.1026 -0.4034
C -3.9343 1.2924 0.0925
C -3.8289 -0.2676 0.2404
C -2.4966 -1.0236 -0.0987
C -2.3797 -2.6196 -0.0006
F -2.7198 -3.1389 1.2657
F -1.0269 -3.0596 -0.2604
F -3.2291 -3.1342 -1.0309
C -1.2992 -0.1745 -0.5653
H 4.3652 -0.9916 2.2282
H 4.7543 0.2171 0.8077
H 3.7985 0.7469 2.3421
H 1.7188 -0.0798 1.6573
H 3.4163 0.4958 -0.8711
H 1.7823 -0.2605 -1.2557
H 2.3703 2.9784 -0.6263
H -2.8222 3.2357 -0.5332
H -4.9229 1.8394 0.3082
H -4.7607 -0.8298 0.5866
H -0.3310 -0.7329 -0.8109
Sn 3.2158 -4.4874 0.1586
```


No. 2
Below is one molecule with the formula C5H10N2, with properties calculated with ωB97M-V/def2-TZVPD.

The HOMO-LUMO gap is 9.829 eV. Its SMILES is [H]/N=C(/C=C)NCC. The LUMO energy is 0.03198 Ha. Its energy relative to the best compared isomer or geometry (same formula, charge and spin) is 21.8 kcal per mole. As for the highest occupied orbital energy: -8.96 eV.

Structure (XYZ):
```
17
C5H10N2 (ωB97M-V/def2-TZVPD)
H 1.0258 1.6301 0.4804
N 0.0378 1.7178 0.6996
C -0.6075 0.7375 0.1486
C -2.0909 0.8379 0.2811
C -2.9733 -0.1044 -0.0776
N 0.0127 -0.2706 -0.5503
C 1.1915 -1.0083 -0.1084
C 2.4643 -0.1828 -0.0676
H -2.4398 1.7717 0.7136
H -2.6928 -1.0616 -0.4932
H -4.0341 0.0808 0.0617
H -0.6509 -0.9085 -0.9775
H 1.3493 -1.8200 -0.8292
H 1.0055 -1.4822 0.8614
H 3.3418 -0.8364 -0.1083
H 2.5221 0.5211 -0.9038
H 2.5387 0.3779 0.8696
```


No. 3
Below is one molecule with the formula C6H11N, with properties calculated with ωB97M-V/def2-TZVPD.

The HOMO-LUMO gap is 8.721 eV. Its SMILES is C/C=C/C(C)=C/N. The LUMO energy is 0.03948 Ha. Its energy relative to the best compared isomer or geometry (same formula, charge and spin) is 23.7 kcal per mole. As for the highest occupied orbital energy: -7.65 eV.

Structure (XYZ):
```
18
C6H11N (ωB97M-V/def2-TZVPD)
C -1.4844 -1.5738 2.2478
C -1.1098 -0.6291 1.1354
C 0.1331 -0.5266 0.6688
C 0.5381 0.3449 -0.4578
C 1.7035 1.2618 -0.1996
C -0.0911 0.2530 -1.6296
N 0.1180 1.1340 -2.6968
H -0.6276 -1.9999 2.7551
H -2.0951 -2.3949 1.8336
H -2.1499 -1.0815 2.9547
H -1.9275 -0.0027 0.8120
H 0.9062 -1.1177 1.1448
H 1.7118 1.5715 0.8418
H 1.6110 2.1820 -0.7759
H 2.6388 0.7485 -0.4215
H -0.7954 -0.5210 -1.8903
H -0.1161 0.7953 -3.6180
H 1.0363 1.5561 -2.7044
```


No. 4
Below is a 13-piece molecular cluster, C35H102N6O13 overall, with properties calculated with ωB97M-V/def2-TZVPD.

The HOMO-LUMO gap is 8.853 eV. The LUMO energy is 0.01002 Ha. Its energy relative to the best compared isomer or geometry (same formula, charge and spin) is 0.0 kcal per mole. As for the highest occupied orbital energy: -8.58 eV.

Structure (XYZ):
```
156
C35H102N6O13 (ωB97M-V/def2-TZVPD)
C -3.1300 -0.0183 -4.9919
C -2.4876 1.3888 -5.0907
O -3.0185 2.2672 -4.1683
H -2.8324 -0.5407 -4.0827
H -2.8237 -0.6542 -5.8225
H -4.2187 0.0299 -5.0134
H -2.7796 1.8444 -6.0369
H -1.4015 1.3130 -5.0384
H -2.8865 3.1415 -4.5423
C 1.6321 5.8403 0.3571
C 0.4541 6.2595 1.2468
O 0.0517 7.4714 0.7800
H 1.3597 5.9172 -0.6955
H 1.9163 4.7976 0.4992
H 2.5234 6.4363 0.5533
H 0.7188 6.2058 2.3028
H -0.4100 5.6187 1.0711
H -0.8967 7.5077 0.9239
C 0.4576 -3.5264 2.9378
C -0.0359 -2.0735 2.7004
O 0.5647 -1.6893 1.4997
H -0.0925 -3.9803 3.7621
H 1.5210 -3.5961 3.1671
H 0.3595 -4.1770 2.0688
H 0.2867 -1.4124 3.5048
H -1.1174 -2.0392 2.5691
H 0.2171 -0.8061 1.3557
C -2.6289 4.6802 -0.9887
C -3.7876 5.3791 -1.6433
O -3.8242 6.6703 -1.1679
H -2.8856 4.5917 0.0669
H -1.6618 5.1785 -1.0549
H -2.3954 3.6599 -1.2930
H -4.7637 4.9189 -1.4895
H -3.5640 5.5252 -2.7001
H -3.0012 7.0829 -1.4400
C 4.5981 -2.5283 -1.1169
O 4.4786 -3.1547 -2.3892
H 5.6659 -2.4442 -0.9150
H 4.1980 -1.5144 -1.1300
H 4.1374 -3.0140 -0.2567
H 5.0513 -3.9217 -2.4626
C 1.3328 0.0983 5.3187
O 1.1661 0.7450 6.5357
H 1.4944 -0.9680 5.4764
H 0.4771 0.2929 4.6721
H 2.2473 0.4860 4.8699
H 2.0614 0.8286 6.8720
C -1.5813 2.2487 5.8408
O -0.5182 2.9658 6.3390
H -1.5514 2.0540 4.7688
H -1.7421 1.2775 6.3089
H -2.5142 2.8113 5.8772
H 0.3001 2.4646 6.3126
C 3.6222 -7.4635 -1.3778
C 2.8405 -6.9980 -0.1301
C 2.3469 -5.5522 -0.2181
O 1.6457 -5.3695 -1.4433
C 1.1486 -4.0417 -1.5227
N 1.7736 -7.9610 0.0568
H 3.9979 -8.4826 -1.2864
H 4.5236 -6.8544 -1.4458
H 3.0822 -7.3381 -2.3163
H 3.4978 -7.0893 0.7346
H 3.2551 -4.9493 -0.2201
H 1.6377 -5.4197 0.5989
H 1.8973 -3.2502 -1.5548
H 0.4784 -3.8656 -0.6813
H 0.5406 -4.0351 -2.4274
H 1.1615 -7.9857 -0.7462
H 2.1095 -8.8811 0.3029
C 4.9785 -0.2446 -3.9659
C 3.5895 0.1802 -4.5234
C 2.5865 -1.0106 -4.6355
O 1.4933 -0.6153 -5.4222
C 0.4449 -1.5852 -5.6097
N 3.0395 1.1981 -3.6599
H 4.8647 -0.8396 -3.0598
H 5.6884 0.5510 -3.7394
H 5.4244 -0.9347 -4.6822
H 3.7096 0.5748 -5.5323
H 2.2247 -1.2289 -3.6308
H 3.1221 -1.9032 -4.9587
H 0.2429 -2.1166 -4.6797
H 0.8188 -2.2760 -6.3655
H -0.4634 -1.0530 -5.8923
H 2.0739 1.3792 -3.8944
H 2.9645 0.8368 -2.7197
C -0.2131 -0.0633 -2.1645
C 0.6663 0.8105 -1.2596
C -0.1103 1.5909 -0.1205
O -0.5138 0.6895 0.8548
C -1.0417 1.2498 1.9999
N 1.7714 -0.0280 -0.8495
H 0.3398 -0.6789 -2.8740
H -0.8387 0.5510 -2.8120
H -0.7543 -0.8138 -1.5883
H 1.0825 1.5899 -1.8979
H -0.8729 2.1506 -0.6622
H 0.6389 2.3158 0.1978
H -0.5053 2.0752 2.4679
H -1.1910 0.5243 2.7995
H -1.9940 1.6865 1.6990
H 1.4323 -0.8390 -0.3521
H 2.2748 0.4872 -0.1414
C -4.7205 -0.0166 5.5792
C -4.3688 -0.3494 4.0992
C -4.7591 -1.7800 3.8289
O -4.5699 -2.0948 2.4349
C -5.0031 -3.3755 2.0408
N -5.1863 0.5327 3.3146
H -4.2165 -0.5538 6.3826
H -5.7631 -0.2294 5.8154
H -4.4620 1.0364 5.6905
H -3.3131 -0.1353 3.9327
H -5.8092 -1.9507 4.0660
H -4.2667 -2.6344 4.2931
H -4.5301 -4.1549 2.6381
H -4.9098 -3.5223 0.9647
H -6.0661 -3.5077 2.2423
H -6.1257 0.4152 3.6667
H -5.1446 0.0776 2.4139
C -4.4809 1.3226 0.1197
C -3.7562 0.3995 -0.8764
C -3.7779 -1.0698 -0.4732
O -2.9544 -1.8083 -1.3273
C -2.7745 -3.2223 -0.8952
N -4.3570 0.4709 -2.2019
H -4.0083 1.2686 1.1005
H -5.5484 1.1073 0.1660
H -4.3123 2.3534 -0.1917
H -2.7064 0.6921 -0.8960
H -4.8011 -1.4411 -0.5291
H -3.4020 -1.2072 0.5407
H -2.4602 -3.3156 0.1443
H -1.9968 -3.6791 -1.5073
H -3.6790 -3.8064 -1.0648
H -4.0379 -0.4253 -2.5410
H -3.8418 1.1076 -2.7929
C 5.1755 1.5222 -0.7099
C 4.6842 2.9134 -0.4740
C 4.4331 3.1356 1.0277
O 3.1661 2.5190 1.2961
C 2.7661 2.7070 2.6662
N 5.6772 3.8311 -1.0067
H 4.5337 0.8361 -0.1571
H 6.1859 1.3597 -0.3346
H 5.2293 1.1653 -1.7384
H 3.7572 3.1501 -0.9962
H 4.2492 4.2020 1.1586
H 5.2434 2.7668 1.6566
H 1.8066 2.2274 2.8600
H 2.6503 3.7599 2.9231
H 3.4914 2.2189 3.3173
H 5.3297 4.7778 -0.9504
H 6.4780 3.7904 -0.3925
```


No. 5
Below is a 2-piece molecular cluster, H6N5P overall, with properties calculated with ωB97M-V/def2-TZVPD.

The HOMO-LUMO gap is 8.367 eV. Its SMILES is [H]/N=N/[H].N/N=P/N. The LUMO energy is 0.02686 Ha. Its energy relative to the best compared isomer or geometry (same formula, charge and spin) is 8.9 kcal per mole. As for the highest occupied orbital energy: -7.64 eV.

Structure (XYZ):
```
12
H6N5P (ωB97M-V/def2-TZVPD)
H -2.0998 -3.1863 -1.1580
N -1.4114 -3.3480 -1.9908
N -0.3731 -2.7722 -1.8155
H 0.2416 -2.9610 -2.6193
N 1.0119 3.3248 1.3778
N 0.5433 2.0536 1.2441
P 0.5905 1.0453 0.0118
N -0.4344 -0.1101 0.4966
H 1.7243 3.7204 0.8247
H 1.4740 3.4163 2.3003
H -0.7815 -0.2120 1.3903
H -0.4855 -0.9707 -0.0621
```


No. 6
Below is one molecule with the formula C6H13N3, with properties calculated with ωB97M-V/def2-TZVPD.

The HOMO-LUMO gap is 9.104 eV. Its SMILES is [H]/N=C\N/C(=C/CC)CN. The LUMO energy is 0.03196 Ha. Its energy relative to the best compared isomer or geometry (same formula, charge and spin) is 155.4 kcal per mole. As for the highest occupied orbital energy: -8.23 eV.

Structure (XYZ):
```
22
C6H13N3 (ωB97M-V/def2-TZVPD)
H 1.0803 -1.7093 -1.5354
N 1.6383 -1.5153 -2.4606
C 1.7538 -0.1620 -2.4858
N 1.0124 0.8934 -1.7134
C 0.5646 0.7523 -0.4119
C -0.6444 0.9796 0.1308
C -1.2111 0.8104 1.5651
C -2.5447 0.1603 1.2907
C 1.4333 -0.2972 0.3947
N 0.5013 -1.5375 0.4400
H 2.5124 0.2101 -3.3895
H 0.7137 1.7445 -1.9494
H -1.3115 1.6545 -0.5572
H -0.6736 0.1578 2.1180
H -1.2939 1.8513 1.8645
H -2.2216 -0.6458 0.4263
H -2.8847 -0.3883 2.4194
H -3.4184 0.9784 0.9842
H 1.5452 0.2247 1.3882
H 2.3400 -0.4706 -0.0155
H -0.3150 -1.3474 1.1491
H 1.4238 -2.3437 0.3475
```


No. 7
Below is a 2-piece molecular cluster, C2H5ClNOP overall, with properties calculated with ωB97M-V/def2-TZVPD.

The HOMO-LUMO gap is 9.092 eV. Its SMILES is [H]/N=P/Cl.C=CO. The LUMO energy is -0.01070 Ha. Its energy relative to the best compared isomer or geometry (same formula, charge and spin) is 48.1 kcal per mole. As for the highest occupied orbital energy: -9.38 eV.

Structure (XYZ):
```
11
C2H5ClNOP (ωB97M-V/def2-TZVPD)
H -1.4646 -2.4710 -0.6127
N -1.9070 -1.6916 -0.2650
P -1.8208 -0.2342 -0.8191
Cl -2.7050 0.7789 0.6952
C 1.1489 -0.1416 0.6301
C 0.8478 1.0286 0.1853
O 1.3582 1.5647 -0.9472
H 1.6738 -0.9432 0.0447
H 0.6694 -0.5326 1.5235
H 0.2719 1.7102 0.9042
H 1.9274 0.9318 -1.3389
```


No. 8
Below is a 8-piece molecular cluster, H16O8 overall, with properties calculated with ωB97M-V/def2-TZVPD.

The HOMO-LUMO gap is 10.468 eV. Its SMILES is O.O.O.O.O.O.O.O. The LUMO energy is 0.00039 Ha. Its energy relative to the best compared isomer or geometry (same formula, charge and spin) is 117.7 kcal per mole. As for the highest occupied orbital energy: -10.46 eV.

Structure (XYZ):
```
24
H16O8 (ωB97M-V/def2-TZVPD)
O -0.1847 -0.0645 0.1836
H 0.0102 -0.1289 -0.6937
H -1.0008 -0.5784 0.4060
O 2.5882 -1.5380 -0.4266
H 3.4807 -1.6867 -0.4913
H 2.3826 -0.7917 -0.9958
O -3.2422 -2.4487 -0.6273
H -3.1643 -1.7402 0.0249
H -2.3489 -2.7816 -0.7489
O 3.7344 -0.0951 -1.7063
H 4.0533 -0.5448 -2.4754
H 4.5365 0.4681 -1.4638
O -1.3006 -1.8053 1.5003
H -0.7126 -1.2312 1.9831
H -2.1784 -1.3221 1.6319
O -2.4814 1.4945 0.6230
H -3.2444 1.7994 1.0284
H -2.7803 0.6701 0.1914
O 3.2632 1.3008 2.1077
H 2.4597 0.9425 1.8930
H 3.3045 2.1946 1.7293
O -2.6180 2.3803 -1.4383
H -1.8249 2.8802 -1.6981
H -2.7320 2.6268 -0.5370
```


No. 9
Below is C31H53BrCaNO3P3 as an isolated structure, with properties calculated with ωB97M-V/def2-TZVPD.

The HOMO-LUMO gap is 8.540 eV. The LUMO energy is -0.19231 Ha. The total charge is +2. As for the highest occupied orbital energy: -13.77 eV.

Structure (XYZ):
```
93
C31H53BrCaNO3P3 (ωB97M-V/def2-TZVPD)
C 2.0400 3.9568 -1.1230
C 0.9841 3.4143 -1.8921
C 1.2182 3.2656 -3.2768
C 2.4581 3.6368 -3.8112
N 3.4498 4.1216 -3.0583
C 3.2474 4.2953 -1.7493
C -0.2915 3.0725 -1.3106
C -1.3690 2.7863 -0.7669
C -2.6813 2.6469 -0.1922
C -3.1506 1.4138 0.3233
C -4.3275 1.3144 1.0676
C -5.0617 2.4771 1.3216
C -4.7564 3.6821 0.6498
C -3.5652 3.7522 -0.0958
Ca -0.5902 0.1147 0.8585
P 2.2085 -0.4821 -0.6234
H 0.4223 2.9466 -3.9520
H 1.8981 4.1899 -0.0684
H 2.6412 3.5636 -4.8957
H 4.0672 4.7536 -1.1741
H -3.2977 4.6786 -0.6250
H -2.6810 0.4628 0.0117
H -5.4358 4.5429 0.7156
H -4.6799 0.3553 1.4441
C 2.8998 -2.2004 -0.4607
C 4.0145 -2.6451 -1.4005
H 2.0282 -2.8580 -0.6098
H 3.2112 -2.3410 0.5865
H 4.2376 -3.7062 -1.2167
H 3.7343 -2.5501 -2.4554
H 4.9454 -2.0907 -1.2371
C 2.3406 -0.1553 -2.4571
C 3.6726 0.3131 -3.0352
H 1.5807 0.6201 -2.6502
H 1.9982 -1.0606 -2.9851
H 3.5717 0.4272 -4.1261
H 3.9704 1.2943 -2.6407
H 4.4898 -0.3994 -2.8609
C 3.5061 0.6157 0.1248
C 4.9622 0.1682 0.0699
H 3.2157 0.7419 1.1805
H 3.3922 1.6101 -0.3334
H 5.5919 0.9017 0.5958
H 5.1221 -0.8013 0.5582
H 5.3443 0.0992 -0.9553
Br -6.4696 2.3956 2.5970
P -1.5127 -1.5559 -1.6650
C -0.4748 -2.4565 -2.8997
C -1.0502 -3.7288 -3.5099
H 0.4668 -2.6826 -2.3689
H -0.2150 -1.7411 -3.6946
H -0.2770 -4.2090 -4.1237
H -1.3705 -4.4479 -2.7473
H -1.9028 -3.5144 -4.1669
C -2.6399 -2.8300 -0.9585
C -3.9841 -3.0505 -1.6352
H -2.7944 -2.5353 0.0935
H -2.0755 -3.7717 -0.9228
H -4.5858 -3.7292 -1.0161
H -4.5544 -2.1227 -1.7609
H -3.8826 -3.5243 -2.6197
C -2.5549 -0.4065 -2.6762
C -2.9645 -0.8633 -4.0699
H -1.9677 0.5249 -2.7413
H -3.4459 -0.1603 -2.0797
H -3.5272 -0.0564 -4.5576
H -2.1007 -1.0953 -4.7028
H -3.6225 -1.7398 -4.0383
C -2.1378 2.3375 3.9860
C -1.0544 1.4634 3.3995
O -1.7455 0.2036 2.8178
P -1.4259 -1.5236 3.0074
O -1.2179 -1.7513 4.5569
C -1.1972 -0.9686 5.7933
C 0.2026 -0.6117 6.1795
O 0.2221 -1.3237 2.4540
C 1.3715 -2.2533 2.9296
C 2.5497 -1.4167 3.3209
H -2.9646 2.4723 3.2744
H -1.7222 3.3293 4.2158
H -2.5215 1.9200 4.9284
H -0.5405 1.9639 2.5479
H -0.3141 1.1037 4.1225
H -1.8229 -0.0775 5.6807
H -1.6486 -1.6393 6.5292
H 0.5423 0.2999 5.6761
H 0.2267 -0.3799 7.2519
H 0.9128 -1.4162 5.9749
H 0.9987 -2.8467 3.7801
H 1.5854 -2.8903 2.0707
H 2.3325 -0.7981 4.2079
H 3.3939 -2.0714 3.5879
H 2.9041 -0.7695 2.5016
```


No. 10
Below is C13H26N4O18S3 as an isolated structure, with properties calculated with ωB97M-V/def2-TZVPD.

The HOMO-LUMO gap is 7.951 eV. The LUMO energy is -0.02217 Ha. Its energy relative to the best compared isomer or geometry (same formula, charge and spin) is 0.0 kcal per mole. As for the highest occupied orbital energy: -8.55 eV.

Structure (XYZ):
```
64
C13H26N4O18S3 (ωB97M-V/def2-TZVPD)
C 13.1077 -11.2715 26.8139
N 12.4015 -10.8380 25.5860
O 12.0590 -11.7108 24.8347
O 12.2380 -9.6617 25.3820
H 12.7003 -12.2137 27.1483
H 13.0480 -10.4324 27.5008
H 14.1711 -11.3983 26.6110
C 9.6545 -6.4970 24.9103
N 10.9587 -5.9506 24.4885
O 11.5368 -5.2142 25.2255
O 11.4417 -6.4193 23.4828
H 9.9634 -7.4798 25.2713
H 8.9587 -6.4731 24.0840
H 9.2059 -6.0293 25.7808
C 12.2073 -8.8640 21.7728
N 12.5066 -9.9737 20.7748
O 11.7340 -10.9160 20.8205
O 13.4257 -9.8347 19.9904
H 11.1965 -8.5356 21.5620
H 12.9570 -8.1023 21.6143
H 12.2078 -9.3750 22.7302
C 8.5693 -10.5752 24.1209
C 9.3693 -10.9575 22.8594
O 9.0071 -9.9135 21.9182
S 7.8234 -8.9854 22.3724
O 6.5902 -9.5045 21.9359
O 8.1452 -7.6358 22.1426
O 7.9516 -9.3042 23.9407
H 9.0516 -10.7105 25.0857
H 7.6854 -11.2252 24.1987
H 8.9398 -11.8465 22.4142
H 10.4373 -10.9233 22.9968
C 8.3140 -2.6624 22.6879
C 7.0707 -1.8433 22.9655
O 6.3446 -2.6966 23.8788
S 7.4159 -3.1690 24.9983
O 7.0837 -4.4701 25.4335
O 7.6089 -2.1747 25.9714
O 8.6375 -3.2237 23.9923
H 9.1762 -2.1400 22.2861
H 8.1060 -3.5447 22.0756
H 6.5379 -1.6468 22.0444
H 7.3233 -0.9562 23.5549
C 15.5048 -7.8312 22.6701
C 14.7220 -6.7248 23.4382
O 15.7209 -5.8986 24.0428
S 17.1978 -6.3791 23.6445
O 18.0405 -6.3418 24.7696
O 17.6207 -5.7592 22.4577
O 16.7479 -7.8907 23.3596
H 15.5336 -7.7069 21.5880
H 15.0067 -8.7798 22.8777
H 14.0414 -7.1255 24.1825
H 14.1677 -6.1359 22.7085
N 11.3368 -7.2950 29.9136
C 11.2090 -7.2080 28.5529
C 12.3529 -6.6168 28.0744
C 13.2213 -6.4319 29.1774
C 12.5631 -6.8453 30.3070
H 10.6282 -7.6644 30.5171
H 10.2541 -7.4056 28.0947
H 12.6391 -6.5719 27.0373
H 14.2378 -6.0781 29.1963
H 12.8320 -6.7902 31.3457
```